(1)
Entry from the Open Molecules 2025 dataset: 20 unconnected molecules or ions with the total composition C25H72BFN20O43S at a distorted geometry (ωB97M-V with the def2-TZVPD basis set).

The calculation puts the relative energy (zero: lowest compared OMol25 entry of this formula, charge and spin) at 129.1 kcal per mole. As for the orbital gap: 8.621 eV.

Last column: Löwdin charge in e.
CARTESIAN COORDINATES (ANGSTROEM)
C 1.179 2.493 2.080  -0.09
C 0.933 3.452 0.744  -0.20
O 2.140 3.270 -0.109  -0.24
C 1.778 3.125 -1.527  -0.15
C 1.755 1.535 -2.044  -0.09
O 1.448 0.711 -0.864  -0.20
N 1.374 -0.599 -1.157  -0.12
B 2.382 -1.250 -0.178  -0.38
O 1.878 -2.184 0.890  0.01
C 4.011 -1.032 -0.232  -0.13
C 4.521 0.494 0.083  -0.11
S -0.286 -1.039 -0.682  0.95
O -0.625 -0.465 0.749  -0.32
O -1.236 -0.244 -1.659  -0.36
F -0.583 -2.725 -0.814  -0.23
H 1.471 1.417 1.656  0.07
H 2.149 2.865 2.653  0.09
H 0.231 2.402 2.761  0.09
H 0.050 2.916 0.145  0.14
H 0.703 4.570 1.006  0.11
H 0.779 3.690 -1.758  0.13
H 2.662 3.628 -2.151  0.14
H 2.749 1.263 -2.597  0.14
H 0.897 1.504 -2.872  0.15
H 2.416 -1.921 1.713  0.09
H 4.461 -1.371 -1.275  0.11
H 4.535 -1.734 0.574  0.10
H 5.614 0.387 0.548  0.05
H 3.812 1.124 0.772  0.08
H 4.633 1.103 -0.938  0.08
C -4.586 0.673 -1.422  0.05
N -5.414 1.537 -2.306  -0.40
O -6.323 0.991 -2.942  0.02
O -5.127 2.740 -2.336  0.06
H -4.948 -0.355 -1.494  0.10
H -3.553 0.742 -1.767  0.09
H -4.691 1.048 -0.402  0.07
C -5.151 -0.681 3.230  0.02
N -4.858 0.708 2.784  -0.39
O -5.017 1.613 3.611  0.06
O -4.475 0.850 1.616  0.03
H -5.476 -0.656 4.272  0.06
H -5.944 -1.072 2.588  0.06
H -4.233 -1.262 3.125  0.11
C -9.787 -0.639 3.517  0.04
N -8.322 -0.872 3.404  -0.38
O -7.802 -0.677 2.299  0.03
O -7.736 -1.245 4.427  0.05
H -10.170 -0.317 2.546  0.10
H -10.248 -1.581 3.820  0.07
H -9.940 0.138 4.269  0.11
C -7.733 2.966 -4.477  0.02
N -8.560 3.831 -5.361  -0.41
O -9.469 3.285 -5.997  0.04
O -8.274 5.034 -5.391  0.05
H -8.095 1.939 -4.549  0.06
H -6.699 3.036 -4.822  0.10
H -7.838 3.342 -3.457  0.11
C -5.289 -0.280 7.946  0.04
N -5.061 -1.690 7.528  -0.42
O -5.154 -1.944 6.322  0.04
O -4.795 -2.501 8.423  0.05
H -5.511 0.320 7.061  0.09
H -6.133 -0.274 8.639  0.10
H -4.375 0.072 8.431  0.10
C -8.418 -4.841 2.825  0.06
N -9.529 -4.043 3.410  -0.38
O -9.938 -4.377 4.528  0.08
O -9.959 -3.104 2.731  -0.01
H -8.141 -5.630 3.528  0.10
H -8.778 -5.269 1.887  0.10
H -7.578 -4.163 2.656  0.10
C -9.434 -0.409 -5.700  0.04
N -9.774 -1.840 -5.474  -0.42
O -9.800 -2.579 -6.466  0.06
O -10.006 -2.181 -4.309  0.04
H -9.257 -0.252 -6.766  0.10
H -10.282 0.189 -5.358  0.11
H -8.534 -0.189 -5.122  0.09
C 2.635 6.899 -0.646  0.02
N 1.158 6.839 -0.816  -0.41
O 0.721 6.837 -1.973  0.05
O 0.479 6.796 0.216  0.03
H 3.103 6.932 -1.632  0.09
H 2.865 7.803 -0.079  0.11
H 2.941 6.001 -0.104  0.06
C -9.261 6.934 -8.018  0.03
N -8.785 7.539 -9.292  -0.43
O -8.404 8.714 -9.252  0.05
O -8.809 6.816 -10.295  0.04
H -9.185 7.679 -7.223  0.10
H -10.299 6.631 -8.165  0.10
H -8.623 6.075 -7.803  0.08
C 0.965 -3.386 -3.797  0.06
N 2.445 -3.232 -3.818  -0.40
O 2.933 -2.359 -3.092  0.06
O 3.074 -3.993 -4.563  0.04
H 0.544 -2.657 -3.102  0.07
H 0.601 -3.208 -4.810  0.11
H 0.744 -4.404 -3.469  0.11
C -10.391 -3.270 -1.040  0.04
N -11.492 -3.124 -0.049  -0.42
O -11.815 -4.132 0.590  0.04
O -12.000 -2.002 0.058  0.05
H -10.040 -4.304 -1.028  0.10
H -10.794 -3.011 -2.021  0.08
H -9.591 -2.588 -0.746  0.10
C 5.611 -3.838 2.911  0.05
N 4.500 -3.040 3.496  -0.38
O 4.091 -3.374 4.614  0.06
O 4.070 -2.101 2.817  0.03
H 5.888 -4.627 3.613  0.06
H 5.251 -4.266 1.973  0.11
H 6.450 -3.161 2.742  0.09
C 4.048 -3.371 -7.729  0.03
N 3.220 -2.506 -8.613  -0.43
O 2.311 -3.052 -9.249  0.05
O 3.507 -1.304 -8.643  0.05
H 3.685 -4.399 -7.801  0.10
H 5.081 -3.301 -8.074  0.10
H 3.943 -2.996 -6.709  0.08
C 8.078 1.348 3.536  0.03
N 7.675 0.154 2.745  -0.39
O 7.365 0.337 1.562  0.03
O 7.682 -0.933 3.334  0.04
H 8.026 2.231 2.895  0.10
H 7.383 1.439 4.373  0.10
H 9.100 1.184 3.884  0.08
C 6.375 -3.657 7.100  0.05
N 6.602 -5.066 6.682  -0.40
O 6.509 -5.321 5.475  0.03
O 6.868 -5.878 7.576  0.05
H 6.152 -3.057 6.215  0.08
H 5.530 -3.651 7.792  0.11
H 7.288 -3.305 7.584  0.10
C 8.854 1.970 -2.396  0.04
N 7.803 1.683 -1.383  -0.39
O 7.116 0.669 -1.552  0.05
O 7.697 2.484 -0.446  0.03
H 8.834 1.188 -3.158  0.10
H 8.630 2.944 -2.836  0.10
H 9.816 1.980 -1.879  0.08
C 6.897 5.712 -0.027  0.05
N 5.420 5.653 -0.197  -0.39
O 4.983 5.650 -1.354  0.04
O 4.741 5.610 0.836  0.05
H 7.365 5.746 -1.013  0.10
H 7.127 6.617 0.540  0.10
H 7.203 4.815 0.515  0.09
C 11.960 0.482 0.682  0.05
N 10.849 1.280 1.267  -0.38
O 10.440 0.945 2.385  0.04
O 10.419 2.219 0.588  0.05
H 12.237 -0.307 1.385  0.10
H 11.600 0.054 -0.256  0.10
H 12.799 1.159 0.513  0.10
C 9.446 -7.319 5.792  0.03
N 9.922 -6.714 4.519  -0.42
O 10.303 -5.539 4.558  0.04
O 9.899 -7.437 3.516  0.05
H 9.522 -6.574 6.587  0.09
H 8.408 -7.622 5.646  0.09
H 10.084 -8.178 6.008  0.10



(2)
Entry from the Open Molecules 2025 dataset: 11 unconnected molecules or ions with the total composition C25H72N6O11 at a distorted geometry (ωB97M-V with the def2-TZVPD basis set).

The calculation puts the relative energy (zero: lowest compared OMol25 entry of this formula, charge and spin) at 384.5 kcal per mole. As for the orbital gap: 5.736 eV.

Last column: Löwdin charge in e.
CARTESIAN COORDINATES (ANGSTROEM)
C 8.773 -10.782 -12.515  -0.14
O 7.406 -10.587 -12.772  -0.09
H 9.126 -11.450 -13.289  0.07
H 8.954 -11.256 -11.601  0.04
H 9.312 -9.872 -12.454  0.06
H 6.986 -10.416 -11.937  0.06
C 9.296 -14.252 -11.107  -0.58
O 9.237 -14.347 -12.505  -0.13
N 10.302 -14.514 -10.405  0.14
N 8.250 -13.840 -10.433  0.21
H 11.109 -14.972 -10.983  0.14
H 10.523 -14.521 -9.319  0.13
H 7.351 -13.662 -10.936  0.08
H 8.377 -13.501 -9.484  0.06
C 9.106 -17.811 -10.467  -0.62
O 7.992 -17.089 -10.761  -0.09
N 10.196 -17.266 -10.031  0.18
N 9.287 -19.008 -10.894  0.17
H 10.277 -16.196 -10.036  0.09
H 10.981 -17.844 -9.791  0.09
H 8.341 -19.554 -11.065  0.19
H 9.926 -19.529 -10.317  0.10
C 6.556 -15.712 -13.276  -0.51
O 5.471 -15.247 -14.005  -0.09
N 6.517 -17.012 -12.974  0.01
N 7.678 -16.081 -13.843  0.03
H 5.593 -17.341 -12.871  0.06
H 6.814 -17.003 -11.911  0.09
H 7.730 -15.506 -14.793  0.15
H 8.331 -15.437 -13.238  0.07
C 3.696 -13.569 -11.562  -0.03
C 5.018 -12.836 -11.308  -0.55
C 5.208 -12.754 -9.760  -0.03
O 6.069 -13.294 -11.913  -0.05
H 3.365 -13.397 -12.583  0.08
H 3.060 -12.982 -10.910  0.07
H 3.760 -14.606 -11.356  0.07
H 4.894 -11.770 -11.593  0.14
H 5.859 -11.858 -9.749  0.08
H 5.646 -13.533 -9.324  0.01
H 4.334 -12.293 -9.298  0.09
H 6.208 -12.991 -12.837  0.15
C 13.832 -15.570 -9.481  -0.01
C 13.649 -15.921 -10.986  -0.55
C 13.317 -17.470 -11.061  -0.01
O 12.869 -15.256 -11.682  0.00
H 13.164 -16.025 -8.761  0.05
H 13.796 -14.496 -9.294  0.06
H 14.779 -15.888 -9.080  0.08
H 14.576 -15.762 -11.510  0.14
H 14.065 -18.088 -10.553  0.09
H 13.256 -17.911 -12.005  0.06
H 12.409 -17.814 -10.695  0.01
H 13.262 -14.855 -12.479  0.15
C 11.476 -9.346 -10.114  -0.01
C 12.562 -10.140 -10.829  -0.67
C 12.356 -11.619 -10.518  -0.03
O 12.547 -9.908 -12.040  0.04
H 11.663 -8.241 -10.183  0.11
H 11.347 -9.771 -9.158  0.04
H 10.577 -9.569 -10.671  0.05
H 13.551 -9.893 -10.510  0.13
H 11.300 -11.877 -10.482  0.06
H 12.851 -11.776 -9.541  0.08
H 12.841 -12.311 -11.205  0.07
H 13.468 -9.865 -12.344  0.14
C 10.600 -13.596 -16.730  -0.03
C 11.119 -14.205 -15.447  -0.65
C 11.150 -13.109 -14.399  -0.06
O 10.433 -15.143 -15.002  0.05
H 9.560 -13.301 -16.704  0.09
H 10.831 -14.147 -17.605  0.06
H 11.190 -12.725 -16.837  0.06
H 12.150 -14.488 -15.593  0.13
H 11.857 -12.258 -14.597  0.10
H 11.471 -13.462 -13.360  0.07
H 10.112 -12.799 -14.126  0.07
H 10.564 -15.038 -14.087  0.05
C 8.434 -11.840 -5.718  -0.01
C 8.338 -11.654 -7.252  -0.61
C 9.597 -11.858 -8.005  -0.05
O 7.615 -12.515 -7.809  -0.03
H 9.041 -11.038 -5.219  0.10
H 8.841 -12.779 -5.461  0.05
H 7.481 -11.799 -5.289  0.05
H 8.026 -10.628 -7.432  0.15
H 10.028 -12.891 -8.013  0.07
H 10.418 -11.305 -7.608  0.07
H 9.397 -11.533 -9.081  0.10
H 6.734 -12.483 -7.408  0.13
C 6.328 -17.503 -6.643  -0.02
C 7.594 -17.122 -7.359  -0.67
C 7.642 -15.615 -7.556  -0.01
O 8.634 -17.580 -6.883  0.06
H 6.495 -17.266 -5.596  0.09
H 6.138 -18.586 -6.800  0.10
H 5.556 -16.921 -7.057  0.06
H 7.506 -17.491 -8.311  0.09
H 8.244 -15.358 -8.405  0.04
H 8.164 -15.133 -6.738  0.09
H 6.718 -15.130 -7.868  0.09
H 8.596 -18.491 -6.629  0.12
C 12.218 -15.934 -6.109  -0.02
C 11.545 -14.921 -6.923  -0.63
C 12.408 -13.714 -7.280  -0.03
O 10.875 -15.325 -7.916  -0.04
H 13.001 -16.312 -6.720  0.06
H 11.613 -16.772 -5.901  0.07
H 12.648 -15.494 -5.168  0.12
H 10.742 -14.613 -6.254  0.13
H 12.056 -13.202 -8.168  0.05
H 13.448 -13.980 -7.352  0.07
H 12.446 -13.085 -6.395  0.09
H 10.026 -15.677 -7.654  0.08



(3)
Entry from the Open Molecules 2025 dataset: 11 unconnected molecules or ions with the total composition C25H74B2N7O15S at a distorted geometry (ωB97M-V with the def2-TZVPD basis set).

Its net charge is +1. As for the orbital gap: 8.654 eV.

Last column: Löwdin charge in e.
CARTESIAN COORDINATES (ANGSTROEM)
C 0.104 -0.779 3.531  -0.05
C -0.635 -2.143 3.689  -0.18
O -1.117 -2.679 2.437  0.06
B -2.265 -2.073 1.987  -0.69
O -2.884 -1.049 2.699  0.15
N -2.815 -2.633 0.730  0.15
C -4.227 -2.214 0.427  -0.11
C -4.333 -1.024 -0.537  -0.16
C -3.799 0.288 0.077  -0.19
C -3.721 1.453 -0.950  -0.16
C -2.277 1.999 -0.834  -0.25
C -2.014 3.458 -1.265  -0.23
C -1.206 3.538 -2.572  -0.44
S 0.310 2.516 -2.607  1.01
C 0.928 2.392 -0.975  -0.62
N 0.470 1.772 0.067  0.04
N 1.294 1.905 1.137  0.08
C 2.308 2.620 0.697  -0.17
O 2.143 2.958 -0.576  -0.01
C -1.969 -2.550 -0.366  -0.29
N -0.925 -1.662 -0.533  0.15
C 0.436 -2.156 -0.165  -0.06
C 1.505 -1.571 -1.137  -0.34
O 1.023 -0.421 -1.800  -0.08
C 2.061 -2.590 -2.162  -0.20
N 2.450 -3.905 -1.589  0.03
N -2.231 -3.372 -1.364  0.28
B -1.514 -3.424 -2.674  -0.65
N -1.224 -4.748 -3.195  0.20
O -1.124 -2.313 -3.372  0.17
H -0.360 -0.047 4.203  0.08
H 0.066 -0.397 2.502  0.06
H 1.155 -0.886 3.822  0.08
H 0.130 -2.850 4.038  0.12
H -1.396 -2.117 4.474  0.13
H -2.377 -0.248 2.487  0.11
H -4.812 -1.976 1.320  0.14
H -4.747 -3.074 -0.045  0.10
H -5.408 -0.849 -0.711  0.13
H -3.914 -1.217 -1.538  0.11
H -4.448 0.552 0.922  0.11
H -2.767 0.140 0.423  0.06
H -3.888 1.035 -1.955  0.11
H -4.489 2.220 -0.783  0.12
H -1.632 1.280 -1.355  0.08
H -2.015 1.945 0.231  0.09
H -1.507 3.983 -0.443  0.11
H -2.977 3.964 -1.420  0.11
H -1.033 4.586 -2.851  0.08
H -1.839 3.130 -3.375  0.09
H 3.143 2.842 1.376  0.13
H -1.137 -0.744 -0.154  0.12
H 0.410 -3.248 -0.200  0.10
H 0.702 -1.784 0.830  0.11
H 2.364 -1.247 -0.513  0.12
H 1.742 -0.040 -2.326  0.07
H 2.978 -2.146 -2.586  0.11
H 1.368 -2.772 -2.992  0.11
H 1.640 -4.513 -1.658  0.05
H 2.658 -3.731 -0.608  0.06
H -2.986 -4.036 -1.237  0.17
H -1.520 -4.845 -4.163  0.09
H -1.676 -5.477 -2.649  0.08
H -1.149 -2.529 -4.315  0.12
C 5.794 -5.926 -1.095  -0.16
O 6.122 -4.618 -0.638  -0.13
H 6.540 -6.623 -0.723  0.08
H 4.810 -6.218 -0.717  0.07
H 5.794 -5.952 -2.187  0.08
H 5.448 -4.024 -0.983  0.05
C -4.292 1.637 4.038  -0.15
O -5.209 1.882 2.973  -0.13
H -3.372 2.179 3.827  0.08
H -4.708 1.992 4.983  0.08
H -4.076 0.569 4.108  0.06
H -6.017 1.400 3.172  0.08
C 4.628 0.233 -1.352  -0.13
O 3.566 1.023 -1.884  -0.13
H 4.940 -0.482 -2.110  0.08
H 5.474 0.875 -1.094  0.08
H 4.290 -0.309 -0.463  0.07
H 3.297 1.658 -1.203  0.04
C 0.750 -5.753 1.047  -0.13
O -0.487 -5.122 0.712  -0.15
H 1.102 -6.301 0.175  0.08
H 1.496 -5.003 1.326  0.08
H 0.607 -6.451 1.873  0.09
H -0.785 -4.642 1.496  0.06
C 4.576 5.694 1.762  -0.12
O 4.623 4.289 1.492  -0.15
H 4.631 5.841 2.838  0.09
H 5.418 6.197 1.288  0.07
H 3.640 6.115 1.389  0.07
H 4.577 4.184 0.536  0.07
C 7.572 1.305 -3.348  -0.17
O 6.766 1.659 -4.466  -0.12
H 8.603 1.561 -3.575  0.08
H 7.250 1.863 -2.463  0.07
H 7.500 0.230 -3.158  0.07
H 5.856 1.430 -4.254  0.06
C -7.615 -5.008 -0.443  -0.13
O -6.601 -4.560 0.463  -0.15
H -8.389 -4.248 -0.496  0.07
H -7.189 -5.159 -1.438  0.08
H -8.052 -5.941 -0.083  0.08
H -5.928 -5.246 0.501  0.07
C -10.239 -2.682 1.508  -0.16
O -10.810 -3.724 0.722  -0.13
H -9.588 -2.092 0.866  0.07
H -11.022 -2.037 1.913  0.08
H -9.649 -3.102 2.327  0.08
H -11.382 -4.237 1.300  0.08
C 7.110 8.339 2.739  -0.14
O 6.028 8.703 1.882  -0.14
H 6.693 7.938 3.660  0.08
H 7.731 7.575 2.264  0.08
H 7.721 9.213 2.973  0.08
H 6.415 9.055 1.074  0.07
C 3.652 8.760 -0.567  -0.17
O 3.948 10.139 -0.394  -0.11
H 2.797 8.677 -1.234  0.08
H 4.506 8.240 -1.012  0.08
H 3.404 8.306 0.396  0.06
H 4.701 10.204 0.200  0.05



Which formula does entry 3 have? C25H74B2N7O15S



Look up the orbital gap of the third one. 8.654 eV



Which formula does entry 2 have? C25H72N6O11